1.
{
  "formula": "CH4NOS",
  "method": "ωB97M-V/def2-TZVPD",
  "elements": ["C", "N", "O", "S", "H", "H", "H", "H"],
  "xyz": [[1.470, -0.841, 0.421], [0.242, -2.861, 1.401], [-0.301, -3.527, 0.574], [-3.689, 4.312, -1.368], [2.460, -1.183, 0.066], [0.953, -0.426, -0.508], [1.596, -0.413, 1.349], [-2.731, 4.938, -1.933]],
  "forces_ev_per_a": [[0.96, -0.64, -3.97], [-2.00, -2.41, -3.43], [2.13, 2.62, 3.27], [-1.55, -1.03, 0.92], [-0.51, -0.43, 0.28], [0.06, -0.36, 2.03], [-0.65, 1.23, 1.82], [1.56, 1.02, -0.92]],
  "nbo_charge": [-0.53, 0.23, -0.21, -1.07, 0.15, 0.20, 0.17, 0.07],
  "charge": -1,
  "homo_energy_ev": [-2.25, -2.25],
  "gap_ev": [3.897, 3.450]
}



2.
{
  "formula": "C3H6ClN",
  "method": "ωB97M-V/def2-TZVPD",
  "elements": ["C", "C", "C", "H", "H", "H", "H", "H", "H", "N", "Cl"],
  "xyz": [[0.245, -0.010, 0.484], [0.711, 0.856, -0.538], [0.299, -0.621, -0.969], [-1.010, -0.309, 2.598], [-1.971, -0.180, -0.066], [0.896, -0.564, 1.218], [-0.156, 1.661, -0.762], [1.824, 1.076, -0.278], [1.134, -1.353, -1.148], [-0.937, 0.359, 1.117], [-1.036, -0.914, -1.657]],
  "forces_ev_per_a": [[-0.11, -3.11, 3.44], [0.50, 1.48, -1.17], [8.07, 2.02, 3.84], [-0.04, 1.30, -4.65], [2.12, 0.67, 2.95], [-0.10, 0.94, -1.25], [2.65, -1.56, 0.24], [-2.03, 0.22, -1.59], [-1.00, 0.95, 0.32], [-3.30, -1.77, 1.41], [-6.75, -1.14, -3.53]],
  "nbo_charge": [-0.13, -0.43, -0.41, 0.29, 0.25, 0.22, 0.25, 0.25, 0.24, -0.73, 0.21],
  "homo_energy_ev": -8.57,
  "gap_ev": 8.655
}